Record 1
{
  "formula": "C28H31BF4NO2",
  "method": "wB97M-V/def2-TZVPD",
  "charge": -1,
  "homo_ev": -4.341,
  "spin_multiplicity": 1,
  "e_tot_ev": -46672.0133,
  "gap_ev": 6.4,
  "e_lumo_ev": 2.037,
  "species": ["N", "C", "C", "B", "O", "C", "C", "O", "H", "H", "H", "H", "H", "H", "H", "H", "H", "H", "H", "F", "C", "C", "C", "C", "C", "C", "H", "H", "H", "H", "H", "F", "C", "C", "C", "C", "C", "C", "H", "H", "H", "H", "H", "F", "C", "C", "C", "C", "C", "C", "H", "H", "H", "H", "H", "F", "C", "C", "C", "C", "C", "C", "H", "H", "H", "H", "H"],
  "coordinates": [[4.701, 3.668, 2.946], [3.397, 3.421, 2.355], [2.883, 1.949, 2.259], [3.951, 0.756, 2.501], [4.428, -0.021, 1.303], [5.157, -1.052, 1.939], [4.444, -1.266, 3.332], [3.377, -0.395, 3.308], [5.439, 3.304, 2.365], [4.762, 3.264, 3.866], [2.682, 3.992, 2.943], [3.397, 3.869, 1.364], [2.061, 1.823, 2.960], [2.440, 1.842, 1.268], [4.995, 1.061, 3.096], [6.184, -0.688, 2.047], [5.201, -1.972, 1.358], [5.168, -1.060, 4.132], [4.142, -2.311, 3.463], [-1.892, 1.591, 6.424], [-1.724, 1.069, 5.186], [-2.798, 1.061, 4.319], [-2.622, 0.532, 3.048], [-1.389, 0.015, 2.672], [-0.325, 0.029, 3.563], [-0.488, 0.568, 4.831], [-3.750, 1.466, 4.636], [-3.447, 0.525, 2.348], [-1.256, -0.398, 1.681], [0.641, -0.364, 3.266], [0.334, 0.602, 5.533], [-1.548, 2.979, 0.560], [-2.180, 2.247, -0.367], [-1.437, 1.600, -1.335], [-2.098, 0.841, -2.290], [-3.483, 0.742, -2.274], [-4.212, 1.402, -1.293], [-3.559, 2.156, -0.329], [-0.359, 1.692, -1.333], [-1.526, 0.322, -3.048], [-3.991, 0.149, -3.025], [-5.290, 1.328, -1.274], [-4.107, 2.670, 0.450], [6.749, -3.296, -0.122], [6.032, -3.855, -1.108], [6.683, -4.584, -2.084], [5.934, -5.161, -3.100], [4.556, -4.998, -3.130], [3.925, -4.255, -2.141], [4.662, -3.679, -1.117], [7.759, -4.694, -2.044], [6.429, -5.740, -3.869], [3.976, -5.446, -3.926], [2.852, -4.120, -2.166], [4.191, -3.094, -0.338], [-7.571, 0.783, -1.948], [-7.534, 0.721, -3.294], [-6.581, 1.452, -3.977], [-6.554, 1.382, -5.361], [-7.473, 0.595, -6.041], [-8.422, -0.130, -5.334], [-8.456, -0.071, -3.949], [-5.876, 2.065, -3.434], [-5.810, 1.945, -5.910], [-7.448, 0.545, -7.122], [-9.141, -0.742, -5.861], [-9.184, -0.632, -3.377]]
}

---

Record 2
{
  "formula": "C18H27NO2S",
  "method": "wB97M-V/def2-TZVPD",
  "charge": 0,
  "homo_ev": -8.817,
  "spin_multiplicity": 1,
  "smiles": "CSCC(=O)N1CCC[C@@](CO)(CCCc2ccccc2)C1",
  "e_tot_ev": -35525.5963,
  "gap_ev": 9.4,
  "e_lumo_ev": 0.628,
  "species": ["C", "S", "C", "C", "O", "N", "C", "C", "C", "C", "C", "O", "C", "C", "C", "C", "C", "C", "C", "C", "C", "C", "H", "H", "H", "H", "H", "H", "H", "H", "H", "H", "H", "H", "H", "H", "H", "H", "H", "H", "H", "H", "H", "H", "H", "H", "H", "H", "H"],
  "coordinates": [[3.086, -2.428, -3.591], [2.630, -3.668, -2.351], [0.816, -3.490, -2.428], [0.366, -2.108, -2.001], [-0.161, -1.362, -2.820], [0.613, -1.721, -0.739], [0.973, -2.584, 0.362], [-0.278, -2.866, 1.195], [-0.918, -1.554, 1.653], [-1.151, -0.540, 0.514], [-2.312, -1.030, -0.388], [-2.473, -0.330, -1.589], [-1.491, 0.815, 1.160], [-1.751, 1.963, 0.186], [-2.113, 3.252, 0.936], [-0.961, 3.738, 1.769], [0.133, 4.342, 1.162], [1.219, 4.757, 1.910], [1.227, 4.574, 3.283], [0.141, 3.977, 3.900], [-0.943, 3.562, 3.147], [0.150, -0.421, -0.296], [2.687, -1.461, -3.301], [4.170, -2.395, -3.618], [2.695, -2.727, -4.560], [0.502, -3.647, -3.461], [0.399, -4.274, -1.799], [1.430, -3.505, 0.005], [1.712, -2.055, 0.973], [-0.985, -3.446, 0.597], [-0.010, -3.466, 2.065], [-1.868, -1.766, 2.147], [-0.258, -1.090, 2.390], [-3.252, -0.908, 0.159], [-2.184, -2.102, -0.595], [-1.742, -0.558, -2.190], [-0.668, 1.100, 1.823], [-2.379, 0.678, 1.782], [-0.860, 2.149, -0.414], [-2.563, 1.695, -0.488], [-2.982, 3.071, 1.571], [-2.380, 4.017, 0.203], [0.130, 4.491, 0.091], [2.062, 5.227, 1.423], [2.074, 4.899, 3.869], [0.139, 3.834, 4.971], [-1.788, 3.097, 3.635], [0.002, 0.206, -1.176], [0.929, 0.025, 0.330]]
}